(1)
{
  "formula": "C25H23F6N3O3",
  "method": "ωB97M-V/def2-TZVPD",
  "e_tot_ev": -53210.7117,
  "relative_energy_ev": 0.953,
  "lumo_energy_ev": -1.583,
  "spin_multiplicity": 1,
  "orbital_gap_ha": 0.19441,
  "mol_weight_g_mol": 527.47,
  "species": ["H", "H", "H", "H", "C", "H", "H", "H", "C", "H", "F", "C", "O", "C", "C", "C", "H", "N", "C", "H", "O", "F", "F", "C", "H", "H", "C", "H", "C", "F", "C", "C", "H", "C", "H", "C", "C", "O", "H", "C", "C", "H", "C", "F", "C", "C", "H", "C", "H", "C", "C", "N", "H", "H", "H", "H", "N", "C", "C", "F"],
  "xyz": [[3.94, 3.22, 2.20], [4.31, -0.39, -0.32], [-4.89, -0.58, -0.02], [4.23, 4.26, 0.77], [2.08, 2.11, 0.50], [1.03, -5.91, 3.76], [-2.69, -1.57, 0.66], [-4.84, 1.52, -3.81], [-1.57, 0.97, -1.36], [5.60, 3.48, 1.62], [5.76, 3.69, -1.46], [1.48, -4.15, 0.30], [-1.04, -5.00, 4.15], [0.33, -4.44, 2.41], [-6.28, 1.52, -0.82], [5.86, 2.31, -1.50], [3.05, -5.57, -0.05], [4.49, 2.17, 0.47], [0.91, 1.41, 0.30], [2.89, -6.62, 2.21], [-1.85, -3.71, 2.55], [7.01, 2.00, -2.16], [4.80, 1.87, -2.27], [-3.98, 0.89, -1.37], [-0.14, -1.85, -0.42], [1.48, -3.73, -0.71], [0.62, -3.54, 1.29], [2.06, 3.19, 0.71], [0.93, 0.01, -0.05], [-6.04, 3.87, -0.70], [2.31, -5.19, 0.66], [-0.24, -0.77, -0.23], [2.23, -1.66, -0.41], [-1.51, -0.15, -0.47], [-0.64, 1.42, -1.68], [-3.96, -0.16, -0.41], [2.20, -0.60, -0.21], [0.16, -2.35, 1.32], [5.83, 0.65, -0.19], [-6.16, 2.72, 0.06], [3.37, 0.10, -0.09], [-6.31, 0.64, -0.17], [1.21, -5.43, 2.79], [-5.00, 2.65, 0.80], [2.23, -5.81, 1.93], [5.76, 1.74, -0.13], [-0.04, 1.91, 0.44], [-2.74, -0.71, -0.02], [-7.19, 1.62, -1.43], [4.56, 3.35, 1.30], [3.34, 1.47, 0.32], [-5.15, 1.47, -1.74], [6.57, 2.16, 0.48], [-2.78, 2.18, -2.66], [-6.41, 2.13, -3.22], [-4.93, 3.12, -3.04], [-0.92, -4.37, 3.07], [-2.77, 1.41, -1.89], [-5.33, 2.10, -3.02], [-7.19, 2.90, 0.93]],
  "nbo_charge": [0.217, 0.215, 0.217, 0.205, -0.327, 0.244, 0.259, 0.211, -0.143, 0.210, -0.333, -0.370, -0.436, -0.097, -0.291, 0.968, 0.206, -0.401, -0.029, 0.211, -0.416, -0.315, -0.331, 0.244, 0.273, 0.197, 0.442, 0.228, -0.239, -0.336, -0.167, 0.186, 0.238, -0.128, 0.222, -0.261, -0.053, -0.701, 0.238, 0.966, -0.285, 0.237, -0.158, -0.331, -0.319, -0.295, 0.221, -0.139, 0.230, -0.407, 0.279, -0.420, 0.234, 0.226, 0.208, 0.199, 0.511, -0.296, -0.403, -0.317]
}


(2)
{
  "formula": "C25H23N4O4Se2V",
  "method": "ωB97M-V/def2-TZVPD",
  "e_tot_ev": -196816.2166,
  "charge": 2,
  "lumo_energy_ev": [-6.757, -6.755],
  "spin_multiplicity": 3,
  "orbital_gap_ha": [0.28628, 0.28663],
  "mol_weight_g_mol": 652.35,
  "species": ["C", "H", "O", "N", "C", "Se", "C", "C", "H", "O", "N", "C", "C", "C", "H", "C", "H", "H", "H", "H", "C", "Se", "C", "H", "H", "H", "C", "H", "O", "H", "C", "C", "H", "C", "C", "H", "C", "H", "C", "C", "N", "H", "C", "C", "C", "H", "H", "H", "H", "C", "H", "N", "C", "H", "H", "C", "O", "C", "V"],
  "xyz": [[-0.58, -0.90, 4.62], [0.99, -2.87, -0.69], [-3.63, 1.49, -1.40], [-0.15, 0.30, 2.59], [-1.19, 0.24, 5.15], [0.99, -2.16, 2.47], [-1.69, -5.53, 0.14], [-3.32, -3.71, 0.55], [-0.48, -1.82, 5.18], [-1.84, 2.14, 0.63], [-5.22, 1.07, 0.33], [-4.22, 0.52, -0.55], [-1.03, -3.18, -0.03], [-2.60, -1.45, 0.26], [-1.63, 2.31, 4.81], [-0.06, -0.80, 3.35], [4.88, -0.23, 0.22], [-6.48, -1.67, -0.32], [4.81, 0.08, -2.26], [1.52, -5.25, -0.86], [3.94, -0.25, -0.32], [2.91, -0.90, 2.24], [-0.70, 1.41, 3.12], [-4.99, -0.16, -2.42], [-1.61, 0.21, 6.15], [-6.90, 0.10, 1.14], [-4.95, -0.55, -1.40], [-0.73, 2.29, 2.51], [-0.80, 0.65, -0.64], [-4.13, 0.62, 1.76], [-6.36, -0.71, -0.82], [2.76, -0.47, 0.37], [-7.11, -0.66, -1.60], [-1.21, 1.41, 4.41], [-2.96, 0.03, 0.37], [-4.09, -4.44, 0.80], [3.90, -0.09, -1.70], [2.59, -0.16, -3.42], [1.54, -0.39, -1.59], [-2.03, -4.16, 0.22], [1.57, -0.48, -0.24], [-4.30, 1.88, -1.98], [0.25, -3.60, -0.43], [-1.82, 1.06, 0.08], [-0.43, -5.91, -0.21], [-4.40, -1.48, -1.46], [-4.60, -2.02, 0.78], [-0.17, -6.96, -0.27], [-7.27, 1.18, -0.19], [-6.54, 0.45, 0.17], [-5.22, 2.08, 0.36], [-1.33, -1.84, 0.09], [2.67, -0.21, -2.34], [0.57, -0.47, -2.06], [-2.46, -6.26, 0.36], [0.54, -4.94, -0.52], [-3.26, 0.16, 1.74], [-3.61, -2.38, 0.54], [-0.20, -0.33, 0.69]],
  "nbo_charge": [-0.237, 0.217, -0.719, -0.613, -0.079, 0.342, -0.142, -0.048, 0.261, -0.505, -0.680, 0.425, 0.239, 0.277, 0.261, 0.041, 0.258, 0.211, 0.257, 0.241, -0.258, 0.333, 0.128, 0.238, 0.256, 0.205, -0.449, 0.258, -0.701, 0.517, -0.425, 0.069, 0.245, -0.220, 0.102, 0.246, -0.078, 0.259, 0.071, -0.125, -0.587, 0.498, -0.248, 0.690, -0.184, 0.227, 0.249, 0.248, 0.213, -0.220, 0.415, -0.584, -0.220, 0.242, 0.239, -0.148, -0.717, -0.257, 1.465]
}


(3)
{
  "formula": "C25H23O4Sc",
  "method": "ωB97M-V/def2-TZVPD",
  "e_tot_ev": -55185.4662,
  "relative_energy_ev": 4.053,
  "lumo_energy_ev": -0.343,
  "spin_multiplicity": 1,
  "orbital_gap_ha": 0.27419,
  "mol_weight_g_mol": 432.41,
  "species": ["C", "H", "C", "C", "H", "H", "C", "C", "H", "C", "H", "H", "H", "C", "C", "H", "C", "C", "C", "H", "H", "C", "O", "C", "C", "C", "C", "C", "H", "C", "C", "O", "O", "C", "C", "Sc", "H", "H", "H", "H", "H", "O", "H", "C", "H", "H", "H", "H", "H", "H", "C", "C", "C"],
  "xyz": [[3.25, -3.73, -4.11], [-2.62, 1.12, 1.66], [-2.57, -0.39, 0.03], [-2.33, 0.85, 0.66], [0.64, 1.89, 2.40], [-3.37, 6.37, 5.37], [-1.74, 3.47, 6.04], [1.80, 0.30, 1.38], [-0.46, 1.36, 5.30], [-2.82, 5.45, 5.19], [2.26, -5.98, -7.08], [0.00, -2.78, -4.41], [-2.69, 4.95, 7.28], [0.42, -1.41, 2.03], [-1.42, 3.06, 4.74], [-1.45, 2.86, 6.89], [2.00, -3.58, -4.69], [-1.53, 3.48, 2.21], [-2.51, 5.06, 3.89], [3.51, -3.11, -3.26], [-2.02, -1.10, -2.00], [-1.67, 1.70, -0.26], [-1.08, 2.25, 1.90], [1.65, -4.40, -5.76], [-2.44, 4.65, 6.27], [1.04, -2.56, -4.22], [1.58, -1.09, 1.29], [-2.05, -0.30, -1.28], [-0.96, -0.11, 3.18], [2.54, -5.35, -6.25], [0.77, 0.85, 2.17], [-1.86, 4.35, 1.27], [-0.74, 1.92, 4.56], [4.15, -4.67, -4.59], [-1.81, 3.86, 3.63], [-0.26, -0.08, 0.25], [-3.06, -1.24, 0.47], [4.49, -6.22, -6.04], [2.58, 0.85, 0.89], [2.43, -0.85, -4.34], [-1.01, 1.33, -2.35], [1.28, -1.96, -2.94], [0.67, -4.31, -6.21], [-1.50, 0.98, -1.46], [0.65, -0.37, -4.22], [2.18, -1.77, 0.71], [-1.34, 2.71, -0.08], [-2.83, 5.70, 3.08], [0.00, -2.40, 2.17], [5.12, -4.78, -4.13], [3.80, -5.48, -5.66], [-0.09, -0.21, 2.57], [1.41, -1.14, -4.10]],
  "nbo_charge": [-0.240, 0.288, -0.364, -0.296, 0.315, 0.209, -0.328, -0.358, 0.492, -0.265, 0.217, 0.192, 0.209, -0.376, 0.423, 0.201, 0.017, 0.763, -0.122, 0.223, 0.234, -0.307, -0.844, -0.231, -0.181, 0.031, -0.377, -0.367, 0.265, -0.202, -0.272, -0.741, -0.706, -0.190, -0.253, 1.678, 0.241, 0.217, 0.240, 0.190, 0.235, -0.504, 0.211, -0.359, 0.185, 0.242, 0.315, 0.244, 0.245, 0.215, -0.214, -0.336, -0.102]
}


(4)
{
  "formula": "C25H24AuN2O2P",
  "method": "ωB97M-V/def2-TZVPD",
  "e_tot_ev": -46371.1873,
  "relative_energy_ev": 0.000,
  "lumo_energy_ev": 0.453,
  "spin_multiplicity": 1,
  "orbital_gap_ha": 0.29617,
  "mol_weight_g_mol": 612.42,
  "species": ["H", "H", "C", "H", "H", "H", "H", "C", "C", "H", "C", "H", "C", "H", "C", "C", "C", "H", "C", "C", "C", "H", "C", "C", "N", "C", "C", "H", "H", "H", "H", "H", "H", "C", "C", "H", "N", "C", "C", "C", "P", "C", "H", "H", "C", "Au", "H", "C", "H", "C", "O", "O", "C", "H", "H"],
  "xyz": [[1.31, 0.70, 4.45], [2.73, -3.53, 2.32], [2.41, -2.61, 2.79], [-4.47, -2.59, -3.83], [1.64, -1.78, 0.97], [-2.04, -1.74, -7.14], [-1.75, -0.30, -5.08], [-1.31, 1.09, 3.45], [4.04, 2.72, 0.08], [3.10, -3.17, 4.74], [2.57, 1.07, -1.09], [-2.93, 1.24, 4.84], [2.12, 1.98, 1.30], [-3.72, -4.80, -4.60], [-2.46, -1.12, -5.13], [-1.70, 3.80, 3.00], [4.41, 3.54, 1.13], [1.92, 2.80, 3.29], [-2.50, 3.13, 3.91], [1.80, -1.63, 2.03], [-0.70, 3.12, 2.32], [5.30, 4.15, 1.05], [2.22, -1.22, 4.74], [-2.99, -3.38, -6.07], [-2.57, -1.72, -3.80], [-3.43, -2.89, -3.65], [3.64, 3.58, 2.29], [-3.28, 3.65, 4.45], [-0.08, 3.65, 1.61], [3.93, 4.21, 3.12], [2.38, -1.05, 5.80], [-3.35, -3.25, -2.63], [-1.17, 0.03, 3.62], [1.61, -0.23, 3.98], [2.51, 2.79, 2.38], [-4.00, -3.07, -6.36], [-1.33, -0.76, -1.91], [-2.04, -2.18, -6.14], [2.62, -2.41, 4.15], [-3.02, -3.96, -4.66], [0.72, 0.86, 1.54], [-0.49, 1.77, 2.54], [-3.44, -0.70, -5.40], [-2.68, -4.15, -6.79], [2.89, 1.94, 0.14], [-0.23, 0.10, -0.37], [4.65, 2.65, -0.81], [-1.92, -1.22, -2.79], [-2.03, -4.34, -4.39], [-2.30, 1.77, 4.13], [1.46, 1.30, -1.65], [3.43, 0.24, -1.39], [1.39, -0.44, 2.62], [-1.85, 4.86, 2.82], [-1.02, -2.50, -5.92]],
  "nbo_charge": [0.207, 0.218, -0.207, 0.194, 0.233, 0.223, 0.234, -0.143, -0.183, 0.215, 0.741, 0.215, -0.408, 0.221, -0.199, -0.195, -0.189, 0.200, -0.205, -0.169, -0.202, 0.212, -0.232, -0.401, -0.462, -0.198, -0.251, 0.215, 0.233, 0.211, 0.215, 0.225, 0.215, -0.132, -0.134, 0.197, -0.523, -0.411, -0.193, -0.411, 0.973, -0.370, 0.194, 0.222, -0.069, 0.566, 0.229, 0.579, 0.210, -0.228, -0.820, -0.693, -0.398, 0.216, 0.213]
}